[1]
The following is a quantum chemistry calculation of C12H10N4O6S as an isolated structure at a distorted geometry, from OMol25.

frontier orbital gap	7.898	eV
multiplicity	1
HOMO level	-9.7	eV
LUMO level	-0.0656	hartree
max |F|	16.80	eV/A
energy relative to the best compared isomer or geometry (same formula, charge and spin)	1034.30	kJ/mol
E	-41669.8537	eV

CARTESIAN COORDINATES (ANGSTROEM)
C: 3.66 -0.26 0.49
C: 2.46 0.00 -0.25
C: 1.74 -0.90 -0.94
C: 0.40 -0.79 -1.53
C: -0.20 0.31 -1.58
C: 0.39 1.43 -0.73
C: 1.60 1.15 -0.06
N: 2.27 2.46 0.30
O: 3.43 2.63 0.21
O: 1.57 3.11 1.01
H: -0.05 2.70 -0.72
S: -1.99 0.90 -2.15
O: -2.33 -0.56 -2.82
O: -1.90 2.15 -2.68
N: -2.72 1.02 -0.74
C: -2.62 0.15 0.59
C: -2.31 -1.35 0.32
C: -2.19 -2.05 1.45
N: -2.05 -1.44 2.55
C: -2.39 -0.21 2.92
C: -2.61 0.65 1.69
H: -2.84 1.80 2.14
H: -2.37 0.19 3.89
H: -2.06 -3.01 1.43
H: -2.38 -1.42 -0.98
H: -2.78 2.03 -0.40
H: -0.16 -1.74 -2.03
N: 2.11 -2.20 -1.04
O: 2.75 -2.80 -0.04
O: 1.71 -3.05 -1.88
H: 4.15 0.77 0.60
H: 3.42 -0.86 1.18
H: 4.28 -0.82 -0.22


[2]
The following is a quantum chemistry calculation of a 2-piece molecular cluster, Cl2O4PS overall at a distorted geometry, from OMol25.

frontier orbital gap (alpha / beta)	7.133 / 4.285	eV
multiplicity	3
charge	-1
HOMO level (alpha / beta)	-4.0 / -6.0	eV
LUMO level (alpha / beta)	0.1166 / -0.0620	hartree
max |F|	5.27	eV/A
energy relative to the best compared isomer or geometry (same formula, charge and spin)	54.98	kJ/mol
E	-53358.5235	eV

CARTESIAN COORDINATES (ANGSTROEM)
O: -0.01 -0.31 -2.37
O: -2.06 -0.46 0.95
O: 1.98 -0.57 -0.99
O: 0.15 -2.13 -0.79
P: -0.59 -0.24 0.92
S: 0.59 -0.86 -1.16
Cl: 0.19 3.18 3.66
Cl: -0.26 1.40 -0.23


[3]
The following is a quantum chemistry calculation of C28H49BeF9N6O11S3V as an isolated structure at a distorted geometry, from OMol25.

frontier orbital gap	0.755	eV
multiplicity	1
charge	+1
HOMO level	-8.8	eV
LUMO level	-0.2941	hartree
max |F|	7.15	eV/A
E	-144319.9938	eV

CARTESIAN COORDINATES (ANGSTROEM)
C: -0.40 1.96 4.39
C: -1.14 2.68 3.22
F: -0.66 3.98 3.22
N: -0.82 2.07 1.89
N: 0.17 2.66 1.23
C: 0.49 2.13 0.02
S: 1.84 2.84 -0.93
C: -0.28 1.01 -0.50
C: -1.30 0.40 0.24
C: -1.55 0.99 1.55
C: -2.61 0.23 2.31
C: -4.08 0.74 2.25
C: -4.57 1.13 0.84
C: -5.80 2.09 0.81
O: -5.99 2.85 2.02
C: -5.17 3.92 2.10
O: -4.19 4.13 1.40
H: -0.11 2.77 5.09
H: -1.11 1.32 4.93
H: 0.52 1.45 4.06
H: -2.23 2.78 3.37
H: 2.92 2.83 -0.10
H: -0.03 0.62 -1.50
H: -1.88 -0.45 -0.13
H: -2.32 0.19 3.38
H: -2.46 -0.76 1.86
H: -4.71 -0.11 2.60
H: -4.19 1.53 3.01
H: -3.79 1.58 0.20
H: -4.87 0.19 0.32
H: -6.72 1.51 0.63
H: -5.66 2.77 -0.05
H: -5.41 4.64 2.92
C: -1.15 -5.52 3.66
C: -0.54 -4.17 3.32
C: -1.09 -3.02 4.20
C: -2.52 -2.79 3.99
N: -3.64 -2.61 3.83
H: -2.23 -5.53 3.49
H: -0.71 -6.30 3.04
H: -0.97 -5.77 4.71
H: -0.73 -3.96 2.24
H: 0.54 -4.22 3.45
H: -0.54 -2.08 3.97
H: -0.89 -3.23 5.25
C: 3.96 6.44 0.71
O: 3.51 7.02 1.75
O: 3.34 5.23 0.46
O: 4.84 6.80 -0.05
H: 2.73 5.26 1.22
Be: -0.72 -2.50 1.94
C: -3.32 0.71 -3.10
F: -2.75 1.45 -2.13
F: -4.60 1.09 -3.19
F: -2.73 1.06 -4.25
S: -3.17 -1.09 -2.77
O: -3.86 -1.28 -1.51
O: -1.74 -1.33 -2.71
N: -3.90 -1.58 -4.05
S: -4.00 -3.17 -4.18
O: -4.89 -3.82 -3.25
O: -2.77 -3.86 -4.44
C: -4.90 -3.21 -5.77
F: -4.21 -2.61 -6.75
F: -6.08 -2.58 -5.70
F: -5.15 -4.46 -6.17
F: -4.13 -5.92 -7.04
N: 4.11 8.50 4.50
H: 4.00 9.49 4.29
H: 3.41 8.23 5.19
H: 3.99 7.95 3.65
H: 5.04 8.33 4.88
F: 5.95 8.21 3.10
O: 3.26 -1.60 -0.69
V: 1.78 -1.77 -0.01
O: 0.14 -1.97 0.75
C: 6.58 5.17 7.39
C: 6.69 4.21 6.21
C: 7.65 4.70 5.12
C: 7.18 5.93 4.49
N: 6.81 6.90 3.99
H: 6.17 6.14 7.09
H: 5.92 4.76 8.15
H: 7.55 5.34 7.85
H: 5.70 4.04 5.79
H: 7.05 3.25 6.58
H: 7.75 3.93 4.36
H: 8.64 4.86 5.54
C: 1.84 -7.26 -8.49
C: 2.36 -6.23 -7.49
C: 1.63 -6.27 -6.15
C: 0.13 -5.95 -6.22
C: -0.22 -4.59 -6.82
C: 0.34 -3.42 -6.03
H: 0.80 -7.08 -8.76
H: 2.43 -7.22 -9.41
H: 1.93 -8.28 -8.09
H: 2.30 -5.23 -7.93
H: 3.42 -6.43 -7.31
H: 2.12 -5.58 -5.46
H: 1.75 -7.27 -5.71
H: -0.28 -6.00 -5.20
H: -0.38 -6.73 -6.79
H: -1.31 -4.50 -6.86
H: 0.13 -4.53 -7.86
H: -0.03 -3.44 -5.00
H: 0.02 -2.47 -6.48
H: 1.43 -3.42 -6.00